(1)
ORCA calculation (the ωB97M-V functional and the def2-TZVPD basis) on a structure of composition C4H6O5Rb at a distorted geometry.

Structure (XYZ):
```
16
Properties=species:S:1:pos:R:3:forces:R:3
O 1.5473 0.2720 -1.6839 -0.002 -0.178 -0.732
O 3.7159 0.2122 -1.2923 0.191 0.099 0.351
C 2.5861 0.1413 -0.8733 0.526 -0.197 -0.782
O 2.2725 -0.0373 0.4019 -0.582 -0.341 0.667
C 3.3437 -0.2779 1.3137 -0.053 0.098 -0.180
C 0.6902 -2.0299 -1.7798 0.332 -0.142 -0.208
C 0.3634 -0.5946 -1.6412 -0.861 0.914 1.093
H 2.8721 -0.4972 2.2754 0.026 0.154 -0.170
H 3.9216 -1.1565 1.0057 0.092 0.357 -0.034
H 3.9572 0.6278 1.3838 0.105 -0.399 0.026
H 1.0915 -2.3870 -2.7264 -0.132 0.064 0.260
H 0.6886 -2.6940 -0.9175 -0.052 0.285 -0.180
H -0.2818 -0.1871 -2.4341 0.651 -0.023 -0.324
O -0.3158 -0.3909 -0.4709 -0.236 -0.603 0.652
O -0.6653 1.0182 -0.3673 -0.751 -0.217 0.535
Rb -2.4974 0.4352 2.1287 0.745 0.128 -0.971
```
Positions in Å, forces in eV/Å.

Summary:
- Molecular weight: 219.56 g mol⁻¹
- Spin multiplicity: 2
- E: -15132.3258 eV
- Strongest force on any atom: 1.7 eV Å⁻¹
- Total charge: 0
- Expectation value of S²: 0.754

Atom charges from the Mulliken analysis, given in e for atoms 1 to 5: number 1, O, carries -0.300; number 2, O, carries -0.605; number 3, C, carries 0.681; number 4, O, carries -0.159; number 5, C, carries -0.656

***

(2)
ORCA calculation (the ωB97M-V functional and the def2-TZVPD basis) on a cluster of 2 separate species, C4H6OS in total at a distorted geometry.

Structure (XYZ):
```
12
Properties=species:S:1:pos:R:3:forces:R:3
C 0.1597 2.3000 -0.1430 0.327 1.933 -1.249
C -0.4377 1.2956 0.1030 -0.065 -1.488 1.592
C 1.4268 -1.1207 -0.4934 2.487 -0.697 1.657
C -0.9773 0.0799 0.5766 1.097 1.041 0.113
O -1.0308 -0.0980 1.9141 0.561 1.147 0.012
S -2.1158 -0.6421 -0.4562 -1.261 -1.080 -0.531
H 0.4271 3.2556 -0.5620 0.150 -0.421 0.433
H 1.9461 -1.4152 0.5140 -1.403 0.745 -1.700
H 1.3623 -1.9842 -1.1396 -0.741 -0.279 -0.050
H 2.0049 -0.3462 -1.0083 -0.630 0.317 0.324
H -1.4616 -0.8960 2.1745 -0.473 -1.058 -0.031
H -1.3035 -0.4287 -1.4798 -0.049 -0.159 -0.570
```
Positions in Å, forces in eV/Å.

Summary:
- Molecular weight: 102.16 g mol⁻¹
- Relative energy (zero: lowest compared OMol25 entry of this formula, charge and spin): 6.321 eV
- E: -17121.8085 eV
- Strongest force on any atom: 3.1 eV Å⁻¹
- Total charge: 0

Atom charges from the Mulliken analysis, given in e for atoms 1 to 5: number 1, C, carries 0.119; number 2, C, carries -0.375; number 3, C, carries -0.865; number 4, C, carries 0.064; number 5, O, carries -0.458

***

(3)
ORCA calculation (the ωB97M-V functional and the def2-TZVPD basis) on the molecule C4H6OS at a distorted geometry.

Structure (XYZ):
```
12
Properties=species:S:1:pos:R:3:forces:R:3
O -0.7879 -0.2353 -2.6835 0.638 0.237 -0.282
C -0.3442 0.0389 -1.6145 0.414 -0.973 1.346
C -1.0338 0.3304 -0.2972 -1.188 0.914 0.252
C 0.0677 -0.3846 0.4275 0.338 -0.546 0.968
S 0.4170 0.2262 2.1172 -0.040 0.393 -0.593
C 1.0057 -0.1637 -0.7625 0.049 0.412 -0.618
H -2.0074 -0.0698 -0.0645 -0.575 0.045 -0.478
H -1.0490 1.4196 -0.1515 0.130 -0.165 0.230
H -0.2272 -1.4226 0.5885 0.170 -0.031 -0.448
H 1.5100 -0.5041 2.3020 0.262 -0.200 0.110
H 1.7675 -0.9045 -1.0217 -0.248 0.117 -0.088
H 1.4653 0.8192 -0.5788 0.050 -0.203 -0.400
```
Positions in Å, forces in eV/Å.

Summary:
- Molecular weight: 102.16 g mol⁻¹
- Relative energy (zero: lowest compared OMol25 entry of this formula, charge and spin): 1.390 eV
- SMILES string: O=C1CC(S)C1
- E: -17126.7402 eV
- Strongest force on any atom: 1.7 eV Å⁻¹
- Total charge: 0

Atom charges from the Mulliken analysis, given in e for atoms 1 to 5: number 1, O, carries -0.511; number 2, C, carries 0.393; number 3, C, carries -0.637; number 4, C, carries -0.143; number 5, S, carries -0.230

***

(4)
ORCA calculation (the ωB97M-V functional and the def2-TZVPD basis) on a structure of composition C4H6OS at a distorted geometry.

Structure (XYZ):
```
12
Properties=species:S:1:pos:R:3:forces:R:3
C -1.3620 0.1318 0.7034 -0.103 0.123 0.718
C -0.0297 0.1074 0.9767 -0.840 -1.889 1.517
C -0.5404 0.6684 -1.4527 0.444 -0.710 1.288
C -1.6453 0.4795 -0.6742 0.233 0.474 -1.523
O 2.1441 0.7052 -0.3717 -1.088 -0.355 -1.091
S 0.8357 -0.0271 -0.5452 1.184 1.331 1.513
H -2.2165 -0.0926 1.3882 1.106 0.366 -0.441
H 0.4451 -0.2305 1.9724 -0.725 0.719 -1.969
H -0.2633 0.8482 -2.4776 -0.834 0.191 -0.243
H 2.5522 -1.9607 0.7487 0.402 1.227 0.156
H -2.6723 0.5708 -1.0443 0.446 -0.042 0.108
H 2.7524 -1.2004 0.7763 -0.224 -1.434 -0.032
```
Positions in Å, forces in eV/Å.

Summary:
- Molecular weight: 102.16 g mol⁻¹
- Relative energy (zero: lowest compared OMol25 entry of this formula, charge and spin): 3.773 eV
- E: -17124.3566 eV
- Strongest force on any atom: 2.6 eV Å⁻¹
- Total charge: 0

Atom charges from the Mulliken analysis, given in e for atoms 1 to 5: number 1, C, carries -0.235; number 2, C, carries -0.267; number 3, C, carries -0.384; number 4, C, carries -0.260; number 5, O, carries -0.584

***

(5)
ORCA calculation (the ωB97M-V functional and the def2-TZVPD basis) on the molecule C4H6OS at a distorted geometry.

Structure (XYZ):
```
12
Properties=species:S:1:pos:R:3:forces:R:3
C -1.7307 -0.7056 0.1487 -1.985 3.663 -0.659
C -0.4194 -0.3905 -0.5084 1.972 2.890 -1.219
O 0.0346 1.1862 -0.3076 -2.795 -2.800 -0.164
C 1.2450 1.2702 0.1987 0.363 -3.089 -1.277
C 2.0278 0.2008 0.2506 -0.529 -1.373 0.592
S 1.0581 -1.3293 0.0572 -0.149 0.922 -0.072
H -2.0729 -0.0421 1.0083 1.516 -0.955 -0.437
H -1.6425 -1.7130 0.4342 -0.875 -1.407 0.277
H -2.5991 -0.3317 -0.5396 1.449 -1.720 0.634
H -0.4323 -0.4206 -1.6419 -0.293 -0.056 1.455
H 1.4887 2.2314 0.3228 1.371 3.488 0.803
H 3.0428 0.0442 0.5770 -0.045 0.437 0.068
```
Positions in Å, forces in eV/Å.

Summary:
- Molecular weight: 102.16 g mol⁻¹
- Relative energy (zero: lowest compared OMol25 entry of this formula, charge and spin): 2.428 eV
- SMILES string: C[C@H]1OC=CS1
- E: -17125.7019 eV
- Strongest force on any atom: 4.2 eV Å⁻¹
- Total charge: 0

Atom charges from the Mulliken analysis, given in e for atoms 1 to 5: number 1, C, carries -0.950; number 2, C, carries 0.074; number 3, O, carries -0.404; number 4, C, carries -0.343; number 5, C, carries -0.234

***

(6)
ORCA calculation (the ωB97M-V functional and the def2-TZVPD basis) on a structure of composition C4H6OS at a distorted geometry.

Structure (XYZ):
```
12
Properties=species:S:1:pos:R:3:forces:R:3
C -0.0964 1.7747 -0.1824 -1.112 1.197 2.333
C 2.0268 -0.2378 -0.1108 -4.257 1.748 -0.984
C 0.1627 0.4864 -0.0067 3.955 -0.291 -1.330
C -0.5934 -0.7522 0.0519 -1.728 -0.284 -0.413
O 2.2635 -1.2455 0.4372 0.620 -0.210 0.345
S -2.4521 -0.5363 0.3973 0.904 -1.475 0.144
H -1.1544 2.1333 0.1344 1.561 -0.583 -1.199
H 0.6646 2.6083 -0.1087 -0.719 -1.305 -0.459
H 2.5503 0.2829 -0.9368 0.535 -0.058 0.526
H -0.6236 -1.2940 -0.9368 0.626 0.496 1.105
H -0.0752 -1.2986 0.8373 -0.521 -0.685 -0.054
H -2.6730 -1.9212 0.4242 0.137 1.450 -0.014
```
Positions in Å, forces in eV/Å.

Summary:
- Molecular weight: 102.16 g mol⁻¹
- Relative energy (zero: lowest compared OMol25 entry of this formula, charge and spin): 3.527 eV
- E: -17124.6030 eV
- Strongest force on any atom: 4.7 eV Å⁻¹
- Total charge: 0

Atom charges from the Mulliken analysis, given in e for atoms 1 to 5: number 1, C, carries -0.647; number 2, C, carries 0.110; number 3, C, carries 0.084; number 4, C, carries -0.506; number 5, O, carries -0.375

***

(7)
ORCA calculation (the ωB97M-V functional and the def2-TZVPD basis) on the molecule C4H6S at a distorted geometry.

Structure (XYZ):
```
11
Properties=species:S:1:pos:R:3:forces:R:3
C 1.3855 -0.8679 0.1111 0.973 0.287 0.635
C 0.0976 -1.1016 -0.1579 2.097 -1.425 -0.101
C -0.9464 -0.1731 -0.0224 0.460 3.084 -0.240
C -0.4881 1.2979 -0.0331 -2.298 0.846 1.093
S -2.4312 -0.7214 0.0710 -1.791 -0.090 0.202
H 1.7780 0.1489 0.3030 -0.388 -0.801 0.072
H 2.1487 -1.6475 0.2925 -0.709 0.272 -0.661
H -0.2528 -2.0727 -0.4355 0.129 -0.737 0.204
H -0.7771 1.9341 0.8816 0.760 -1.477 -0.787
H -1.0695 1.8829 -0.7625 0.336 -0.570 -0.328
H 0.5552 1.3205 -0.2478 0.432 0.611 -0.090
```
Positions in Å, forces in eV/Å.

Summary:
- Molecular weight: 86.16 g mol⁻¹
- Relative energy (zero: lowest compared OMol25 entry of this formula, charge and spin): 0.961 eV
- SMILES string: C=CC(C)=S
- E: -15078.8320 eV
- Strongest force on any atom: 3.1 eV Å⁻¹
- Total charge: 0

Atom charges from the Mulliken analysis, given in e for atoms 1 to 5: number 1, C, carries -0.726; number 2, C, carries -0.122; number 3, C, carries 0.518; number 4, C, carries -0.916; number 5, S, carries -0.301

***

(8)
ORCA calculation (the ωB97M-V functional and the def2-TZVPD basis) on the molecule C4H6S3 at a distorted geometry.

Structure (XYZ):
```
13
Properties=species:S:1:pos:R:3:forces:R:3
C 0.6416 0.5853 0.1643 2.493 -1.294 2.077
C 0.3491 1.2158 -0.9818 -2.415 0.542 -3.510
C -0.2786 0.1380 1.0738 -2.191 0.968 -0.826
C -1.8229 -0.5675 -1.4166 1.870 -1.387 1.375
S -1.1516 0.9084 -1.7768 0.617 1.288 -0.505
S 0.0875 -0.3241 2.6713 -2.270 -0.157 1.724
S -1.0268 -1.7828 -0.4275 0.153 0.535 -1.065
H 1.7430 0.2784 0.2253 -1.411 0.702 0.803
H 1.0185 1.7638 -1.6489 0.016 -0.341 0.471
H -1.4475 0.4218 0.9739 3.087 -0.474 0.218
H -2.8809 -0.6707 -1.4354 -0.611 -0.038 -0.155
H 1.3211 -0.6119 2.5933 2.232 -0.354 -0.457
H 0.3426 -1.6651 -0.7203 -1.571 0.010 -0.149
```
Positions in Å, forces in eV/Å.

Summary:
- Molecular weight: 150.29 g mol⁻¹
- Relative energy (zero: lowest compared OMol25 entry of this formula, charge and spin): 3.246 eV
- E: -36747.0121 eV
- Strongest force on any atom: 4.3 eV Å⁻¹
- Total charge: 0

Atom charges from the Mulliken analysis, given in e for atoms 1 to 5: number 1, C, carries -0.361; number 2, C, carries -0.474; number 3, C, carries 0.099; number 4, C, carries -0.323; number 5, S, carries -0.113

***

(9)
ORCA calculation (the ωB97M-V functional and the def2-TZVPD basis) on the molecule C4H6S3 at a distorted geometry.

Structure (XYZ):
```
13
Properties=species:S:1:pos:R:3:forces:R:3
S -0.4892 -0.6242 1.9574 -0.497 -0.352 0.763
C -0.1978 -0.0448 0.5219 1.360 0.730 -0.096
C 0.8092 -0.4022 -0.5609 -0.185 -0.273 1.004
S 2.1896 -1.4162 -0.2987 2.381 1.034 1.475
C 0.7855 1.0023 -1.0392 -3.113 1.037 -3.290
C -0.4855 1.2563 -0.1979 -1.076 -0.658 0.208
S -2.1785 1.1073 -1.0055 0.140 -0.800 2.141
H 0.1834 -1.0026 -1.1265 -1.203 -1.273 -1.940
H 2.9544 -0.4771 0.5150 -1.208 -1.497 -1.202
H 1.5227 1.6031 -0.7177 2.853 1.789 1.881
H 0.7120 1.3997 -2.1076 -0.098 -1.545 0.853
H -0.4011 2.0820 0.4797 -0.416 0.670 0.162
H -2.7895 0.4559 0.1652 1.062 1.138 -1.959
```
Positions in Å, forces in eV/Å.

Summary:
- Molecular weight: 150.29 g mol⁻¹
- Relative energy (zero: lowest compared OMol25 entry of this formula, charge and spin): 1.655 eV
- SMILES string: S=C1[C@H](S)C[C@H]1S
- E: -36748.6031 eV
- Strongest force on any atom: 4.6 eV Å⁻¹
- Total charge: 0

Atom charges from the Mulliken analysis, given in e for atoms 1 to 5: number 1, S, carries -0.266; number 2, C, carries -0.023; number 3, C, carries -0.002; number 4, S, carries -0.202; number 5, C, carries -0.665